The following is a quantum chemistry calculation of C12H48CaN24O12 as an isolated structure in a non-equilibrium geometry, from the OMol25 dataset.

The geometry in XYZ format:
```
97
Properties=species:S:1:pos:R:3:mulliken_charge:R:1
Ca -13.47196 16.86788 16.39161 1.962
C -14.20456 20.03915 14.91470 0.139
O -13.83019 19.14892 15.66853 0.020
N -13.83161 20.25210 13.65012 -0.368
N -15.19353 20.90438 15.20125 -0.399
H -13.02619 19.82035 13.22000 0.115
H -14.36018 20.96917 13.17418 0.154
H -15.57595 21.39244 14.40396 0.140
H -15.27739 21.15319 16.17652 0.283
C -11.40017 19.18595 18.08508 0.260
O -11.98377 18.11496 18.06689 -0.085
N -10.22051 19.44336 18.58023 -0.412
N -11.81571 20.16875 17.31203 -0.309
H -9.90159 20.39752 18.49081 0.127
H -9.89294 18.83353 19.31570 0.269
H -12.48627 20.00239 16.57530 0.089
H -11.36008 21.05767 17.46148 0.153
C -18.12376 14.71779 19.52198 0.674
O -17.13493 14.50864 20.14660 -0.587
N -19.35521 14.96194 20.07082 -0.482
N -18.13670 14.82838 18.24042 -0.300
H -19.39904 15.21569 21.04745 0.262
H -20.09983 15.32562 19.49343 0.142
H -19.03060 15.12292 17.87395 0.213
H -17.34920 14.33568 17.84395 0.011
C -16.40499 16.72880 14.42300 0.465
O -15.42692 16.72110 15.11179 -0.177
N -16.63545 17.64915 13.49857 -0.457
N -17.38747 15.84091 14.43508 -0.457
H -17.51421 17.66144 13.00086 0.219
H -15.99122 18.42467 13.55889 0.121
H -18.17403 16.00344 13.82271 0.200
H -17.54127 15.44633 15.35202 0.227
C -16.04249 18.18995 18.04628 0.636
O -15.14545 17.36949 17.96053 -0.734
N -17.30716 18.04045 17.99170 -0.398
N -15.73449 19.33034 18.59721 -0.329
H -17.66972 17.13724 17.72179 0.171
H -17.82322 18.89632 18.13760 0.149
H -16.44971 19.90204 19.02350 0.173
H -14.75757 19.44496 18.82656 0.100
C -15.09820 13.56536 17.01829 0.385
O -14.59705 14.69959 16.99558 -0.032
N -15.56707 13.04223 18.14240 -0.393
N -15.21265 12.75291 16.05721 -0.249
H -15.73132 12.06679 17.93836 0.076
H -15.35646 13.48785 19.02397 0.100
H -15.06078 13.04633 15.10277 0.328
H -15.47922 11.79276 16.22203 0.177
C -13.35235 14.47525 13.80347 0.098
O -12.97961 15.43141 14.47108 -0.018
N -14.58328 14.16251 13.71120 -0.629
N -12.61139 13.80278 12.92561 -0.403
H -14.82036 13.24691 13.35687 0.299
H -15.17201 14.94824 13.94811 -0.025
H -11.64821 14.10656 12.91585 0.296
H -12.98626 13.19914 12.20783 0.178
C -10.89831 14.81075 17.27405 0.171
O -11.88792 15.50750 17.46326 -0.110
N -9.86746 14.80893 18.08452 -0.299
N -10.70194 13.96984 16.32995 -0.398
H -9.54239 15.62981 18.57502 0.251
H -9.13853 14.15381 17.84044 0.141
H -9.85259 13.45728 16.14026 0.219
H -11.53610 13.80244 15.78564 0.100
C -10.18390 17.43882 14.95294 0.485
O -11.32597 17.56541 15.12246 -0.256
N -9.27677 17.40881 15.94035 -0.368
N -9.69979 17.09610 13.79674 -0.433
H -8.35023 17.13175 15.64904 0.148
H -9.48863 17.70476 16.88249 0.123
H -10.38459 17.09842 13.05436 0.213
H -8.70354 16.94663 13.72431 0.144
C -14.79010 17.71827 21.62718 0.662
O -14.78593 18.94938 21.65327 -0.727
N -15.71399 16.94655 22.03596 -0.282
N -13.87371 16.97309 21.08676 -0.233
H -15.83339 16.03154 21.62536 0.118
H -16.22363 17.29385 22.83582 0.235
H -13.16989 17.47542 20.56483 0.151
H -14.13347 16.03422 20.82000 0.106
C -11.58069 13.41771 20.98609 0.560
O -11.86843 12.31465 21.33787 -0.649
N -12.32236 14.11044 20.16526 -0.031
N -10.42858 14.02358 21.28116 -0.384
H -13.11975 13.64430 19.75664 0.115
H -11.95942 14.89802 19.64748 -0.212
H -9.73033 13.45568 21.73945 0.213
H -10.24726 15.01246 21.37795 0.182
C -12.06962 18.12155 11.22160 0.734
O -10.99119 17.78967 11.60120 -0.719
N -12.24825 18.93709 10.16331 -0.500
N -13.20039 17.77715 11.74693 -0.217
H -13.16286 18.84237 9.74545 0.199
H -11.36193 18.98657 9.68155 0.298
H -13.27056 17.06785 12.46252 -0.097
H -14.05812 18.14674 11.36247 0.178
```

For the strongest force on any atom, the calculation gives 7.6 eV/Å. Its net charge is +2. The calculation puts the total energy at -3380.75839 Ha. The calculation puts the gap between HOMO and LUMO at 8.241 eV. Its spin multiplicity is 1.

---

The following is a quantum chemistry calculation of a 12-piece molecular cluster, C12H48N22O12 overall in a non-equilibrium geometry, from the OMol25 dataset.

The geometry in XYZ format:
```
94
Properties=species:S:1:pos:R:3:mulliken_charge:R:1
C -1.32354 1.77402 2.81306 -0.029
O -1.26984 1.45097 4.20343 -0.578
H -0.31207 1.67953 2.41798 -0.274
H -1.88302 1.05639 2.21298 0.214
H -1.67423 2.78658 2.61348 0.283
H -2.13523 1.64069 4.57317 0.318
C 5.14320 2.07870 -1.63908 0.543
O 5.48977 2.41453 -2.71542 -0.714
N 3.96714 1.97651 -1.15390 0.044
N 5.96386 1.85870 -0.71392 -0.322
H 3.21358 2.58752 -1.43480 0.193
H 3.81591 1.53885 -0.25630 -0.278
H 5.83018 1.45831 0.20364 0.217
H 6.93779 1.81089 -0.97712 0.200
C -2.99040 -0.20148 -3.89295 0.622
O -3.69941 -0.94933 -3.27631 -0.742
N -2.45735 -0.54656 -5.04442 -0.437
N -2.58699 1.03374 -3.51687 -0.317
H -1.78996 0.11505 -5.41453 0.130
H -2.52159 -1.48868 -5.40272 0.222
H -2.54564 1.21088 -2.52339 0.226
H -2.04674 1.58045 -4.17212 0.221
C -4.02444 -2.92493 0.08382 0.722
O -5.13487 -2.48606 0.28804 -0.792
N -3.23921 -2.51412 -0.82816 -0.102
N -3.38643 -3.85345 0.81311 -0.365
H -2.32384 -2.91170 -0.98356 0.199
H -3.72855 -1.93475 -1.49524 0.139
H -2.44999 -4.13775 0.56344 0.109
H -3.83676 -4.29023 1.60465 0.200
C -6.50706 0.99235 0.11691 0.769
O -6.51079 2.17671 0.36635 -0.819
N -5.39860 0.28733 -0.04096 -0.046
N -7.53482 0.16854 -0.05792 -0.470
H -5.33523 -0.71544 -0.14362 0.218
H -4.61287 0.91444 -0.13821 -0.182
H -7.32051 -0.64750 -0.61313 0.197
H -8.36960 0.73031 0.02962 0.265
C 3.35182 1.30540 1.90507 0.313
O 3.91112 0.54329 1.24212 -0.489
N 2.44475 1.07107 2.75427 -0.186
N 3.48505 2.60140 1.72867 -0.267
H 2.13511 0.11105 2.80531 -0.033
H 2.02585 1.76836 3.35295 0.129
H 3.04206 3.23785 2.37581 0.192
H 4.28266 2.92091 1.19780 0.342
C 0.29948 -4.27210 -0.31662 0.812
O -0.47977 -3.40085 0.06048 -0.669
N 0.03574 -5.53630 -0.70097 -0.431
N 1.58535 -4.10849 -0.15695 -0.013
H -0.90147 -5.80373 -0.96594 0.242
H 0.83343 -6.11036 -0.93386 0.163
H 1.94087 -3.31881 0.36278 -0.397
H 2.26283 -4.77886 -0.49117 0.201
C -2.91871 2.81940 -0.20262 0.369
O -2.85814 1.84267 -0.86879 -0.476
N -4.00284 3.29277 0.26966 -0.218
N -1.96418 3.60125 0.17026 -0.253
H -4.88574 2.80236 0.26035 0.175
H -3.78499 4.07057 0.87602 0.126
H -2.20711 4.34801 0.80543 0.159
H -1.01832 3.34650 -0.07581 0.103
C 0.10434 0.32374 0.11560 0.224
O 0.40063 1.52830 -0.06175 -0.235
N 0.93076 -0.59630 0.31331 0.697
N -1.12219 -0.05965 -0.00068 0.591
H 0.53264 -1.52025 0.40219 -0.149
H 1.91655 -0.42223 0.17902 -0.367
H -1.86091 0.50634 -0.39317 -0.147
H -1.33625 -1.03993 0.11473 -0.200
C 4.34583 -2.12357 -0.82889 0.474
O 3.30551 -1.52205 -0.99490 -0.599
N 4.79896 -2.74307 0.17882 -0.318
N 5.25301 -2.33503 -1.76505 -0.472
H 5.79052 -2.90668 0.27952 0.255
H 4.26939 -2.69405 1.03744 0.265
H 5.90486 -3.07494 -1.54659 0.146
H 5.02611 -1.91736 -2.65621 0.280
C 1.97906 -2.53348 2.94029 0.603
O 2.86009 -2.92377 2.23488 -0.793
N 0.71955 -2.81358 2.65777 -0.259
N 2.10535 -1.85371 4.02541 -0.450
H -0.10637 -2.47597 3.13103 0.182
H 0.64908 -3.43657 1.86594 0.038
H 1.24688 -1.56413 4.47180 0.177
H 2.98609 -1.42897 4.27837 0.289
C 1.38225 4.38131 -1.70558 0.361
O 1.67563 5.39292 -2.28457 -0.719
N 1.06052 3.27834 -2.31189 -0.245
N 1.71306 4.24192 -0.42559 -0.185
H 0.53677 2.63323 -1.73776 0.297
H 0.98862 3.37629 -3.31456 0.163
H 1.62787 3.28700 -0.10786 0.202
H 2.28903 4.96251 -0.01437 0.216
```

For the strongest force on any atom, the calculation gives 10.2 eV/Å. The calculation puts the total energy at -2593.83471 Ha. The calculation puts the gap between HOMO and LUMO at 8.794 eV. Its spin multiplicity is 1.

---

The following is a quantum chemistry calculation of a 12-piece molecular cluster, C12H48N22O12 overall in a non-equilibrium geometry, from the OMol25 dataset.

The geometry in XYZ format:
```
94
Properties=species:S:1:pos:R:3:mulliken_charge:R:1
C -0.36266 -0.13526 -0.54503 -0.479
O 0.79233 0.35398 0.11999 -0.500
H -1.14681 0.61779 -0.46676 0.274
H -0.00759 -0.21571 -1.57244 0.194
H -0.66658 -1.09904 -0.13655 0.192
H 0.46110 1.09167 0.63739 0.319
C -4.03438 -6.10911 -3.61829 0.678
O -3.05240 -6.74153 -3.85985 -0.661
N -5.09639 -5.97632 -4.37523 -0.407
N -4.07144 -5.40163 -2.56657 -0.371
H -5.88160 -5.46208 -4.00229 0.174
H -5.10846 -6.46765 -5.25758 0.217
H -4.82713 -4.73325 -2.51879 0.155
H -3.29208 -5.34316 -1.92681 0.219
C 5.10196 2.85621 5.03024 0.669
O 5.15069 4.03278 4.65886 -0.664
N 4.03583 2.22872 5.42464 -0.375
N 6.15505 2.07735 5.21614 -0.384
H 3.97577 1.22149 5.46909 0.173
H 3.19611 2.76917 5.57597 0.197
H 6.01555 1.22140 5.73382 0.170
H 7.09408 2.41773 5.06626 0.215
C 1.30276 -5.98117 2.50679 0.645
O 0.50194 -6.28370 1.66118 -0.638
N 1.13718 -5.19112 3.57511 -0.368
N 2.50746 -6.54013 2.52588 -0.354
H 0.24455 -4.72316 3.64089 0.203
H 1.84655 -4.92633 4.24352 0.170
H 2.86636 -7.25944 1.91442 0.197
H 3.17109 -6.21695 3.21527 0.141
C 3.05594 -5.68750 -3.85576 0.678
O 4.17664 -5.58916 -4.22439 -0.651
N 2.12419 -4.80154 -4.03529 -0.382
N 2.56269 -6.72910 -3.33961 -0.375
H 1.17463 -5.00493 -3.75769 0.153
H 2.39904 -3.91918 -4.44274 0.209
H 3.20636 -7.49398 -3.19556 0.210
H 1.59326 -6.82671 -3.07358 0.161
C 6.14736 1.62831 -3.50584 0.637
O 6.28577 0.40136 -3.60857 -0.631
N 5.41804 2.26668 -2.57148 -0.367
N 6.88903 2.49845 -4.24902 -0.426
H 5.58282 3.26050 -2.49886 0.173
H 4.74294 1.79837 -1.98410 0.207
H 6.59316 3.45521 -4.38006 0.190
H 7.61009 2.07595 -4.81619 0.218
C -7.31322 3.81572 0.13553 0.656
O -6.32937 4.30531 -0.35763 -0.642
N -7.32306 2.60874 0.61141 -0.379
N -8.50202 4.42068 0.23602 -0.402
H -8.03671 2.24941 1.22921 0.176
H -6.59344 2.03406 0.21454 0.226
H -9.23475 4.01811 0.80271 0.157
H -8.63806 5.31442 -0.21433 0.209
C 6.90849 -2.74851 1.63268 0.652
O 7.86721 -3.07576 1.02344 -0.624
N 5.79209 -2.34870 1.17549 -0.376
N 6.78001 -2.80451 2.93354 -0.417
H 6.06388 -2.04623 0.25096 0.239
H 4.93090 -2.16971 1.67188 0.178
H 6.02095 -2.37640 3.44407 0.145
H 7.55857 -3.18604 3.45159 0.205
C -0.79332 5.78718 3.05362 0.654
O -0.70154 4.59977 3.06617 -0.656
N 0.15563 6.48581 3.49947 -0.379
N -1.81559 6.44913 2.56538 -0.395
H 0.21246 7.48721 3.38090 0.160
H 0.97263 6.01818 3.86545 0.226
H -1.99265 7.42336 2.76442 0.174
H -2.46675 5.95585 1.97144 0.215
C -2.42714 -0.93114 6.78231 0.685
O -1.70457 -0.19053 7.43362 -0.687
N -2.65807 -0.80938 5.53146 -0.387
N -3.00491 -1.96599 7.25603 -0.398
H -3.22649 -1.48697 5.04375 0.162
H -2.25840 0.02497 5.12621 0.225
H -3.55688 -2.58138 6.67574 0.169
H -2.63823 -2.21402 8.16385 0.233
C -4.87127 0.15626 -4.68819 0.633
O -4.95484 -0.27650 -3.55824 -0.657
N -4.96920 1.39433 -5.06289 -0.391
N -4.51050 -0.55439 -5.73651 -0.385
H -4.55439 1.56196 -5.96839 0.178
H -4.97609 2.03504 -4.28215 0.257
H -4.54281 -1.55598 -5.61060 0.212
H -4.20891 -0.06687 -6.56806 0.148
C -1.20724 6.33377 -4.24281 0.554
O -0.40397 6.07399 -5.11849 -0.638
N -1.41850 5.56848 -3.17456 -0.387
N -2.09879 7.26579 -4.28261 -0.436
H -0.52945 5.17908 -2.89519 0.232
H -2.06680 5.95726 -2.50474 0.213
H -2.16149 7.73150 -5.17664 0.239
H -2.14380 7.71942 -3.38133 0.224
```

For the strongest force on any atom, the calculation gives 7.6 eV/Å. The calculation puts the total energy at -2593.70727 Ha. The calculation puts the gap between HOMO and LUMO at 9.010 eV. Its spin multiplicity is 1.